Record 1
ORCA calculation (ωB97M-V with the def2-TZVPD basis set) on 5 unconnected molecules or ions with the total composition C26H62FI2O9P.

Output
spin multiplicity	1
E_HOMO	-8.88	eV
SMILES	CCCCO[PH2](CCCF)[C@H](I)[C@H](C)I.COCCOC.COCCOC.COCCOC.COCCOC

Positions of all 101 atoms, in Å:
C -1.1653 -0.4451 -0.0101
C 0.1687 -0.0513 0.6477
C 1.3567 -0.2581 -0.2802
C 1.4872 -1.7116 -0.7582
O 2.7695 -2.2662 -0.4909
P 2.8223 -3.2288 0.9850
C 2.4534 -4.7596 0.0281
C 1.4372 -5.8002 0.4974
C 0.0544 -5.6719 -0.1149
F 0.0864 -4.9914 -1.3364
C 3.0104 -3.9841 2.7388
I 4.2416 -5.7877 2.7419
C 1.7976 -4.0125 3.7128
C 1.6230 -5.2688 4.5557
I -0.1393 -3.6030 2.8705
H -1.0819 -0.2762 -1.0782
H -1.3226 -1.5073 0.1247
H -1.9981 0.1080 0.3995
H 0.1095 0.9828 0.9764
H 0.2985 -0.6545 1.5388
H 1.3107 0.4478 -1.1019
H 2.2600 -0.0494 0.2836
H 0.7052 -2.3594 -0.3562
H 1.3593 -1.7273 -1.8384
H 4.1757 -2.8569 1.0431
H 1.9477 -2.2701 1.5274
H 2.1707 -4.4466 -0.9627
H 3.4041 -5.2532 -0.1199
H 1.8253 -6.7715 0.2127
H 1.3585 -5.8609 1.5761
H -0.3386 -6.6666 -0.3058
H -0.6627 -5.1714 0.5262
H 3.7120 -3.3160 3.2100
H 1.9509 -3.2309 4.4377
H 0.7410 -5.1185 5.1689
H 1.4318 -6.1443 3.9502
H 2.4580 -5.3978 5.2314
C -1.8524 2.6678 5.4933
O -3.1036 2.0084 5.5549
C -3.8356 2.0759 4.3391
C -3.7281 0.7921 3.5475
O -2.4032 0.5632 3.0922
C -1.6918 -0.3792 3.8757
H -1.2826 2.3769 6.3745
H -1.2907 2.3858 4.5995
H -1.9892 3.7550 5.5068
H -3.5037 2.9237 3.7332
H -4.8857 2.2408 4.6005
H -4.3671 0.8720 2.6624
H -4.0816 -0.0536 4.1453
H -2.0478 -1.3944 3.6725
H -1.7823 -0.1693 4.9448
H -0.6427 -0.3173 3.5925
C -4.2925 5.8087 3.9135
O -4.8618 5.3517 2.6995
C -6.1279 5.9283 2.4178
C -6.0245 7.0447 1.4024
O -5.2918 8.1504 1.9057
C -3.9539 8.1976 1.4423
H -3.2500 5.4932 3.9285
H -4.3335 6.8971 3.9953
H -4.8093 5.3586 4.7686
H -6.5967 6.2951 3.3357
H -6.7624 5.1367 2.0069
H -7.0327 7.4011 1.1688
H -5.5747 6.6733 0.4768
H -3.9208 8.5126 0.3938
H -3.4560 7.2307 1.5456
H -3.4230 8.9329 2.0446
C 4.6326 -3.1694 -6.5810
O 3.3773 -3.6773 -6.1677
C 3.4363 -5.0175 -5.7053
C 3.4466 -5.0938 -4.1942
O 4.6267 -4.5348 -3.6433
C 4.4361 -3.2163 -3.1398
H 4.5279 -2.0925 -6.7034
H 5.4108 -3.3665 -5.8403
H 4.9269 -3.6062 -7.5419
H 4.3142 -5.5276 -6.1135
H 2.5434 -5.5296 -6.0785
H 3.4151 -6.1479 -3.8973
H 2.5581 -4.6013 -3.7852
H 3.8732 -3.2401 -2.2056
H 3.9165 -2.5810 -3.8614
H 5.4201 -2.7910 -2.9454
C 1.2854 4.2331 -5.9749
O -0.0106 3.7991 -5.6032
C -0.0449 2.4576 -5.1413
C -0.1006 2.3829 -3.6316
O 1.0909 2.8797 -3.0384
C 0.9517 4.1971 -2.5364
H 1.2476 5.3142 -6.0989
H 2.0271 3.9904 -5.2105
H 1.5844 3.7800 -6.9263
H 0.8176 1.8982 -5.5151
H -0.9498 1.9963 -5.5492
H -0.1986 1.3331 -3.3353
H -0.9741 2.9223 -3.2537
H 0.3661 4.1959 -1.6103
H 0.4768 4.8587 -3.2644
H 1.9499 4.5733 -2.3177



Record 2
ORCA calculation (ωB97M-V with the def2-TZVPD basis set) on C4H7NO2 in the gas phase.

Output
energy above the lowest of the compared OMol25 structures with the same formula, charge and spin	75.2	kcal per mole
spin multiplicity	1
E_HOMO	-8.72	eV

Positions of all 14 atoms, in Å:
C -2.3124 0.5614 -0.2411
C -0.7346 -1.2263 0.0803
N -0.9640 0.0841 0.0185
O 0.5556 -1.5552 0.3226
C 1.5577 -0.5958 0.6882
C 2.0760 0.1338 -0.5372
O 1.7519 1.2670 -0.8113
H -2.9959 -0.2733 -0.0813
H -2.5670 1.3763 0.4437
H -2.4146 0.9189 -1.2714
H -0.2403 0.8013 0.0253
H 1.1740 0.1292 1.4155
H 2.3602 -1.1810 1.1456
H 2.7534 -0.4406 -1.1975



Record 3
ORCA calculation (ωB97M-V with the def2-TZVPD basis set) on C4H8N2 in the gas phase.

Output
energy above the lowest of the compared OMol25 structures with the same formula, charge and spin	89.7	kcal per mole
spin multiplicity	1
E_HOMO	-9.43	eV
SMILES	NCC#CCN

Positions of all 14 atoms, in Å:
N 3.2287 -0.3688 -0.3766
C 2.0507 0.6218 0.2285
C 0.6730 0.1173 0.1280
C -0.4684 -0.3405 -0.0265
C -1.9340 -0.6472 0.1983
N -2.8493 0.4509 -0.5348
H 2.9199 -1.3646 -0.0945
H 3.1330 -0.2877 -1.5102
H 2.0145 1.7090 -0.2313
H 2.3259 0.7647 1.3668
H -2.1433 -0.7068 1.3311
H -2.3500 -1.6722 -0.1795
H -3.8682 0.3492 -0.3648
H -2.7325 1.3747 0.0656



Record 4
ORCA calculation (ωB97M-V with the def2-TZVPD basis set) on C7H8N2S2 in the gas phase.

Output
energy above the lowest of the compared OMol25 structures with the same formula, charge and spin	58.0	kcal per mole
spin multiplicity	1
E_HOMO	-9.49	eV
SMILES	C/C(=C\[C@@H](C)N=C=S)SC#N

Positions of all 19 atoms, in Å:
C 1.9837 0.8500 0.7909
C 0.8931 1.6352 0.1209
C -0.3061 1.1100 -0.2412
C -0.4210 -0.3824 -0.4129
C -1.8191 -0.8878 -1.0332
N 0.5090 -0.8680 -1.3389
C 1.5222 -0.4525 -1.8160
S 2.7969 0.0661 -2.5534
S 1.0307 3.3776 0.2888
C 0.2098 3.1268 1.7499
N -0.3673 2.9158 2.7341
H 1.4009 0.3599 1.7031
H 2.4409 0.0882 0.1501
H 2.6771 1.5565 1.2327
H -1.1212 1.8328 -0.4541
H -0.4371 -0.8569 0.5501
H -2.1515 -0.1397 -1.7041
H -1.5143 -1.7562 -1.5897
H -2.4882 -1.1665 -0.2921



Record 5
ORCA calculation (ωB97M-V with the def2-TZVPD basis set) on 4 unconnected molecules or ions with the total composition C3H14NO3S.

Output
energy above the lowest of the compared OMol25 structures with the same formula, charge and spin	67.2	kcal per mole
charge	-1
spin multiplicity	1
E_HOMO	-3.23	eV

Positions of all 22 atoms, in Å:
C -3.0847 2.1964 -1.9247
N -2.8784 0.7727 -2.4017
C -1.3800 0.3965 -2.4297
C -1.0573 -0.5705 -1.4749
S -1.0512 -0.0491 0.3920
H -3.9937 2.2076 -1.3816
H -3.0748 3.0393 -2.7794
H -2.4021 2.6496 -1.1769
H -3.2217 0.1332 -1.6958
H -1.3039 0.1647 -3.5643
H -0.7830 1.2870 -2.4746
H -0.0969 -1.0857 -1.8106
H -1.8291 -1.3788 -1.3183
H 3.3081 0.1947 3.3351
H 4.6394 0.0503 2.5727
O 4.0637 -0.4256 3.2737
H 2.6947 -4.8032 3.8329
H 3.7364 -3.7204 3.1163
O 3.5707 -4.6703 3.4526
H 1.5653 0.5220 1.6892
H 0.8813 1.6195 1.0954
O 1.6973 1.4701 1.6726



Record 6
ORCA calculation (ωB97M-V with the def2-TZVPD basis set) on C4H8O in the gas phase.

Output
energy above the lowest of the compared OMol25 structures with the same formula, charge and spin	70.5	kcal per mole
spin multiplicity	1
E_HOMO	-7.95	eV
SMILES	C[C@H]1C[C@H]1O

Positions of all 13 atoms, in Å:
C -1.5114 0.1077 0.3291
C -0.2940 0.4316 -0.5108
C 0.9079 0.8900 0.2020
C 0.7779 -0.5968 -0.6464
O 0.6233 -1.6773 0.2189
H -1.2415 -0.4071 1.2551
H -2.2171 -0.5209 -0.2185
H -2.0148 1.0444 0.5939
H -0.5296 0.9735 -1.4224
H 1.0485 0.6958 1.2535
H 1.4805 1.7116 -0.2371
H 1.7876 -0.1539 -0.7235
H 1.3006 -2.3259 0.0037



Please write out number 3 again, unchanged.
ORCA calculation (ωB97M-V with the def2-TZVPD basis set) on C4H8N2 in the gas phase.

Output
energy above the lowest of the compared OMol25 structures with the same formula, charge and spin	89.7	kcal per mole
spin multiplicity	1
E_HOMO	-9.43	eV
SMILES	NCC#CCN

Positions of all 14 atoms, in Å:
N 3.2287 -0.3688 -0.3766
C 2.0507 0.6218 0.2285
C 0.6730 0.1173 0.1280
C -0.4684 -0.3405 -0.0265
C -1.9340 -0.6472 0.1983
N -2.8493 0.4509 -0.5348
H 2.9199 -1.3646 -0.0945
H 3.1330 -0.2877 -1.5102
H 2.0145 1.7090 -0.2313
H 2.3259 0.7647 1.3668
H -2.1433 -0.7068 1.3311
H -2.3500 -1.6722 -0.1795
H -3.8682 0.3492 -0.3648
H -2.7325 1.3747 0.0656